Here is C19H16Cl2O4PPdS as an isolated structure from the Open Molecules 2025 dataset. Energies are from wB97M-V/def2-TZVPD.

Electronic energy, hartree: -2822.51889
Charge: -1
Lowest unoccupied orbital energy, eV: 2.45
Frontier orbital gap, Eh: 0.263

Each line ends with the Mulliken charge.
Element x y z (Å)
Pd 1.79254 -0.01142 -0.65684  -0.342
Cl 0.70121 2.84236 -1.29165  -0.203
C 0.80834 1.17868 -1.90013  -0.861
Cl 3.81525 1.20847 -0.55933  -0.614
H 1.36673 1.21802 -2.83285  0.333
H -0.21071 0.82826 -2.01806  0.426
C 4.68497 -0.92484 1.89016  -0.409
C 4.42794 -1.70506 0.78087  -1.045
C 3.12204 -2.05910 0.46672  1.026
C 2.07458 -1.64521 1.30118  -0.601
C 2.34435 -0.86022 2.43326  -0.600
C 3.64509 -0.49902 2.71234  -0.804
P 0.44306 -2.33345 1.07707  1.827
C 0.40076 -3.93464 1.91525  0.141
C 1.51318 -4.77302 1.90990  -0.298
C 1.44612 -6.02172 2.50584  -0.715
C 0.26659 -6.44136 3.10759  -0.421
C -0.84195 -5.60773 3.11768  -0.639
C -0.77878 -4.35489 2.52441  -0.403
C 0.16911 -2.56034 -0.64159  1.578
C -0.48334 -3.68882 -1.14492  -0.561
C -0.71915 -3.77334 -2.50079  -0.757
C -0.30478 -2.72061 -3.31508  -0.583
C 0.32781 -1.60657 -2.79042  -0.080
C 0.60978 -1.47792 -1.41920  -1.019
H 5.69951 -0.61502 2.10213  0.376
H 5.23341 -1.99502 0.12074  0.380
H 2.91305 -2.66753 -0.40413  0.557
H 1.52579 -0.51426 3.04933  0.422
H 3.85071 0.14049 3.56024  0.392
H 2.43812 -4.44549 1.45141  0.370
H 2.31531 -6.66679 2.50515  0.407
H 0.21544 -7.41722 3.57386  0.370
H -1.75941 -5.92971 3.59339  0.403
H -1.63169 -3.68977 2.54139  0.431
H -0.80429 -4.48071 -0.47709  0.394
H -1.22149 -4.63485 -2.92175  0.379
H -0.47874 -2.77621 -4.38431  0.389
H 0.61743 -0.81889 -3.47653  0.390
O -0.05220 0.79747 1.57198  -0.524
S -1.29135 0.09233 1.46740  1.203
O -2.20977 0.21027 2.56059  -0.672
O -1.86015 -0.05856 0.16298  -0.565
O -0.69262 -1.57498 1.82918  -0.473